(1)
The following is a DFT calculation (ωB97M-V/def2-TZVPD) of a structure of composition C35H25BrCl3F4GeN3PY.

```
74
Properties=species:S:1:pos:R:3:lowdin_spin:R:1
Y -1.205 -0.417 -1.564 0.006
Br 1.728 -1.127 -3.023 0.003
Ge -3.712 -2.779 -2.334 0.458
Cl -1.537 -2.358 -3.265 0.134
Cl -4.950 -2.952 -4.045 0.223
Cl -3.860 -0.477 -2.004 0.138
P 1.362 -0.432 0.266 0.002
F 4.554 -0.697 -3.817 0.000
F 6.746 -0.048 -2.312 0.000
F 4.026 -0.056 1.526 0.000
F 6.476 0.137 0.405 0.000
N -1.417 1.808 -2.565 0.002
N -1.673 -1.616 0.484 0.002
N -2.161 1.039 -0.039 0.000
C -1.094 2.150 -3.825 0.000
C -1.394 3.409 -4.354 0.000
C -2.088 2.708 -1.791 0.001
C -1.401 -2.908 0.726 0.006
C 1.546 -1.796 1.444 0.002
C 2.383 -2.877 1.145 0.001
C 5.428 -0.064 -0.360 0.000
C -3.464 1.298 1.943 0.000
C -0.632 -3.685 -0.290 0.005
C 0.836 -1.770 2.650 0.001
C -1.823 -3.545 1.894 0.002
C 5.574 -0.199 -1.745 0.000
C -2.652 0.530 1.107 0.000
C 0.903 3.504 1.139 0.000
C -0.377 1.160 -4.679 0.001
C -2.754 -1.471 2.612 0.001
C -2.345 -0.889 1.415 0.000
C 1.807 2.496 3.128 0.000
C 4.158 -0.160 0.208 0.000
C -3.220 3.125 0.420 0.000
C 1.039 -2.769 3.583 0.000
C -2.439 3.960 -2.286 0.000
C 1.362 1.137 1.201 0.000
C -2.483 2.288 -0.423 0.001
C 3.016 -0.408 -0.555 0.000
C 0.921 2.273 0.512 0.000
C 1.340 3.614 2.454 0.000
C -3.715 2.618 1.608 0.000
C 1.795 1.251 2.525 0.000
C 4.447 -0.497 -2.518 0.000
C 2.553 -3.886 2.071 0.000
C -2.078 4.323 -3.579 0.000
C 1.887 -3.831 3.290 0.001
C -2.512 -2.818 2.844 0.000
C 3.195 -0.605 -1.923 0.000
H 0.546 4.379 0.619 0.000
H -0.609 0.131 -4.383 0.002
H 3.212 -4.711 1.847 0.000
H 0.604 2.184 -0.525 0.000
H -3.923 0.887 2.828 0.000
H 2.161 0.393 3.067 0.000
H -0.007 -4.430 0.196 0.000
H -4.323 3.237 2.250 0.000
H -3.434 4.147 0.157 0.000
H -1.100 3.648 -5.365 0.000
H -1.609 -4.591 2.043 0.000
H 0.000 -3.047 -0.914 0.000
H 2.023 -4.627 4.006 0.000
H 1.309 4.569 2.955 0.000
H 0.702 1.325 -4.618 0.000
H 0.537 -2.725 4.537 0.000
H -2.851 -3.284 3.757 0.000
H -1.319 -4.239 -0.936 0.006
H -3.258 -0.899 3.372 0.000
H 0.145 -0.962 2.854 0.000
H -3.000 4.660 -1.691 0.000
H -0.649 1.293 -5.725 0.000
H 2.899 -2.917 0.196 0.000
H -2.337 5.296 -3.969 0.000
H 2.191 2.592 4.134 0.000
```

Computed properties:
Multiplicity = 2
E_HOMO (alpha / beta) = -16.07 / -16.06 eV
Charge = +3
Frontier orbital gap (alpha / beta) = 0.2576 / 0.1028 hartree

---

(2)
The following is a DFT calculation (ωB97M-V/def2-TZVPD) of a cluster of 2 separate species, CH4O3S in total.

```
9
Properties=species:S:1:pos:R:3:nbo_charge:R:1
S 1.284 2.003 -0.254 0.250
O 0.514 -1.274 0.251 -0.725
O 0.241 1.026 0.668 -0.642
O -0.604 -0.019 -1.259 -0.735
C -0.205 -0.092 0.059 0.704
H 0.293 -1.902 -0.432 0.493
H 0.225 0.308 -1.761 0.471
H -1.597 -0.178 0.646 0.055
H 0.232 2.927 -0.526 0.128
```

Computed properties:
Multiplicity = 1
E_HOMO = -10.06 eV
Charge = 0
Energy relative to the best compared isomer or geometry (same formula, charge and spin) = 3.082 eV
Frontier orbital gap = 0.3782 hartree

---

Energy per entry: -226479.711; -18076.765 eV